No. 1
Here is a cluster of 12 separate species, C29H54N6O6S in total in a non-equilibrium geometry from the Open Molecules 2025 dataset. Energies are from ωB97M-V/def2-TZVPD.

Computed properties:
Total charge: 0
Frontier orbital gap: 9.8 eV
Energy above the lowest of the compared OMol25 structures with the same formula, charge and spin: 0.0 kcal/mol
E: -2315.45636 Eh
2S+1: 1

Each line ends with the Mulliken charge.
Cartesian coordinates (Å):
C: 4.903 -0.500 0.902  -0.061
C: 4.684 -1.940 0.779  0.225
N: 4.512 -3.065 0.634  -0.479
H: 5.805 -0.325 1.488  0.377
H: 4.135 -0.056 1.542  -0.292
H: 4.847 -0.036 -0.077  0.272
C: 3.191 3.881 -0.366  -0.452
C: 4.375 3.928 0.467  0.194
N: 5.320 3.944 1.110  -0.452
H: 2.319 4.426 -0.011  0.272
H: 2.893 2.843 -0.531  0.015
H: 3.366 4.274 -1.371  0.490
C: 0.868 -0.342 4.439  0.298
C: 0.117 -1.521 4.860  0.073
N: -0.440 -2.476 5.161  -0.472
H: 1.079 0.286 5.300  0.235
H: 0.292 0.233 3.713  -0.255
H: 1.757 -0.693 3.913  0.132
C: -3.560 -3.175 -0.974  -0.991
C: -2.914 -2.277 -1.899  0.436
N: -2.345 -1.552 -2.583  -0.325
H: -3.653 -4.183 -1.382  0.348
H: -4.518 -2.789 -0.632  0.377
H: -2.937 -3.310 -0.087  0.214
C: -4.292 0.979 -1.025  0.168
C: -5.632 1.132 -0.457  0.040
N: -6.701 1.218 -0.052  -0.489
H: -4.412 0.811 -2.095  0.397
H: -3.719 0.184 -0.560  -0.179
H: -3.782 1.937 -0.909  0.049
C: -3.624 -2.510 3.948  -1.048
C: -3.578 -1.669 2.774  0.479
N: -3.567 -0.986 1.850  -0.335
H: -4.649 -2.779 4.203  0.347
H: -3.311 -1.905 4.806  0.294
H: -2.944 -3.355 3.901  0.300
C: 1.240 -0.506 -1.263  -0.569
S: 1.206 -0.614 0.541  0.325
O: 1.702 0.723 1.026  -0.391
C: -0.604 -0.658 0.700  -0.053
H: 2.214 -0.098 -1.531  0.429
H: 0.486 0.195 -1.619  -0.252
H: 1.081 -1.490 -1.700  0.385
H: -0.809 -0.847 1.750  0.174
H: -1.019 -1.476 0.113  0.114
H: -0.987 0.302 0.358  -0.399
C: -1.465 2.847 2.313  -0.155
C: -2.716 3.701 2.322  0.576
O: -3.644 3.453 1.591  -0.505
C: -2.774 4.896 3.229  -1.254
H: -1.409 2.173 1.464  -0.389
H: -1.414 2.271 3.239  0.396
H: -0.603 3.516 2.262  0.341
H: -2.770 4.574 4.269  0.322
H: -3.684 5.446 2.983  0.358
H: -2.024 5.659 3.000  0.332
C: -0.234 3.360 -1.366  -0.812
C: -1.273 3.126 -2.433  0.525
O: -2.191 3.892 -2.573  -0.591
C: -1.087 1.955 -3.370  -0.582
H: -0.660 4.149 -0.745  0.365
H: 0.721 3.678 -1.782  0.383
H: -0.110 2.465 -0.751  0.043
H: -1.880 1.949 -4.116  0.448
H: -1.060 0.972 -2.901  -0.211
H: -0.146 2.099 -3.910  0.427
C: 0.147 -0.861 -4.970  -0.264
C: 0.380 -1.555 -6.302  0.569
O: -0.474 -2.135 -6.914  -0.545
C: 1.786 -1.432 -6.875  -1.253
H: -0.896 -0.611 -4.817  0.251
H: 0.788 0.021 -4.996  0.305
H: 0.530 -1.530 -4.196  -0.031
H: 2.199 -0.424 -6.906  0.352
H: 1.813 -1.870 -7.871  0.362
H: 2.494 -2.016 -6.276  0.292
C: -0.600 -4.576 -3.462  -0.511
C: -0.855 -5.856 -2.724  0.628
O: -1.956 -6.087 -2.293  -0.536
C: 0.352 -6.727 -2.489  -1.169
H: 0.079 -4.703 -4.310  0.467
H: -0.103 -3.831 -2.834  -0.151
H: -1.532 -4.151 -3.827  0.324
H: 0.888 -6.956 -3.404  0.344
H: 0.048 -7.653 -1.996  0.330
H: 0.965 -6.218 -1.741  0.289
C: 3.729 1.662 6.000  -1.380
C: 3.831 1.337 4.532  0.782
O: 4.328 0.304 4.150  -0.546
C: 3.334 2.390 3.571  -0.226
H: 4.251 2.583 6.258  0.420
H: 4.137 0.830 6.570  0.334
H: 2.678 1.800 6.269  0.293
H: 3.900 2.299 2.647  -0.198
H: 3.498 3.342 4.075  0.434
H: 2.295 2.282 3.252  0.054


No. 2
Here is a cluster of 6 separate species, C6H28N2O5 in total in a non-equilibrium geometry from the Open Molecules 2025 dataset. Energies are from ωB97M-V/def2-TZVPD.

Computed properties:
Total charge: +2
Frontier orbital gap: 12.3 eV
Energy above the lowest of the compared OMol25 structures with the same formula, charge and spin: 0.0 kcal/mol
E: -730.57923 Eh
2S+1: 1

Each line ends with the Mulliken charge.
Cartesian coordinates (Å):
C: -1.885 1.483 -1.811  -1.430
C: -0.362 1.308 -1.705  0.125
C: 0.087 0.870 -0.286  0.122
C: -0.643 1.630 0.819  -0.880
C: 0.288 1.686 2.068  -1.027
C: 0.866 0.365 2.601  -0.731
N: -0.065 -0.407 3.495  -0.014
N: -0.017 0.207 -2.674  -0.195
H: -2.441 0.895 -1.083  0.336
H: -2.276 1.297 -2.805  0.433
H: -2.174 2.491 -1.507  0.412
H: 0.086 2.251 -2.009  0.242
H: -0.178 -0.189 -0.354  -0.107
H: 1.175 0.924 -0.270  0.364
H: -1.590 1.198 1.117  0.468
H: -0.747 2.671 0.522  0.413
H: 1.201 2.162 1.714  0.418
H: -0.265 2.174 2.867  0.406
H: 1.229 -0.293 1.816  0.399
H: 1.702 0.675 3.217  0.364
H: 0.244 -1.332 3.715  0.356
H: -1.017 -0.448 3.101  0.132
H: -0.128 0.074 4.396  0.433
H: -0.835 -0.359 -2.880  0.397
H: 0.326 0.482 -3.599  0.418
H: 0.818 -0.422 -2.413  0.188
H: -0.364 -2.825 -0.141  0.235
H: -0.311 -3.273 1.276  0.309
O: -0.344 -2.456 0.763  -0.489
H: -2.678 -0.617 1.556  0.269
H: -3.340 -1.467 2.503  0.337
O: -2.661 -0.771 2.515  -0.662
H: -0.200 -3.179 -2.508  0.306
H: -1.597 -2.800 -2.089  0.300
O: -0.693 -2.454 -2.111  -0.618
H: 2.382 -1.851 -2.013  0.319
H: 2.809 -0.518 -2.537  0.389
O: 2.154 -1.224 -2.713  -0.692
H: 3.635 1.257 -1.303  0.321
H: 4.243 0.422 -0.279  0.282
O: 3.567 0.363 -0.970  -0.650


No. 3
Here is the molecule CH4S3 in a non-equilibrium geometry from the Open Molecules 2025 dataset. Energies are from ωB97M-V/def2-TZVPD.

Computed properties:
<S²>: 2.01
Total charge: 0
Frontier orbital gap (spin up / spin down): 8.3 / 6.1 eV
Energy above the lowest of the compared OMol25 structures with the same formula, charge and spin: 0.1 kcal/mol
E: -1234.94678 Eh
2S+1: 3

Each line ends with the Mulliken charge.
Cartesian coordinates (Å):
C: -1.454 0.483 0.441  -0.740
S: 2.441 -1.167 -1.208  -0.177
S: -0.332 -0.840 1.094  0.075
S: 1.533 -0.316 1.096  -0.182
H: -1.019 0.857 -0.580  0.249
H: -1.546 1.233 1.099  0.314
H: -2.292 -0.007 0.205  0.306
H: 2.668 -0.242 -2.148  0.155